1.
{
  "formula": "CH3ClOSi",
  "method": "wB97M-V/def2-TZVPD",
  "species": ["C", "O", "Si", "Cl", "H", "H", "H"],
  "coordinates": [[-1.82056, -0.00438, -0.19757], [-0.74354, -0.51103, 0.07080], [1.94503, -1.90033, -0.14441], [2.05942, 0.16524, 0.03326], [-2.79231, -0.46422, -0.33032], [3.23904, -2.38250, -0.90045], [1.32257, -2.41223, 0.93774]],
  "forces_ev_per_angstrom": [[4.468, -0.722, 0.989], [-4.295, 1.381, -0.899], [1.801, 1.578, -3.978], [0.477, -0.350, 0.083], [-0.610, -0.725, -0.062], [-1.058, 0.208, 1.252], [-0.782, -1.371, 2.615]],
  "nbo_charge": [0.353, -0.488, 0.739, -0.398, 0.130, -0.145, -0.192],
  "lumo_ev": [-0.20, -0.45],
  "de_lowest_ev": 3.903
}

=====

2.
{
  "formula": "C22H14F5N2O3Re",
  "method": "wB97M-V/def2-TZVPD",
  "species": ["Re", "O", "C", "C", "C", "C", "C", "C", "C", "N", "C", "C", "N", "C", "C", "C", "C", "C", "C", "C", "O", "H", "H", "H", "H", "H", "H", "H", "H", "H", "H", "H", "H", "H", "H", "F", "C", "C", "F", "C", "F", "C", "O", "C", "F", "C", "F"],
  "coordinates": [[-0.06101, -0.34759, -0.02063], [-0.22111, -0.48359, 1.98257], [-1.20391, -0.91269, 2.68637], [-1.11811, -0.80919, 4.09877], [-2.11751, -1.26479, 4.91957], [-3.28971, -1.80959, 4.38257], [-3.40961, -1.94349, 3.02107], [-2.38191, -1.54569, 2.13947], [-2.50431, -1.89839, 0.76787], [-1.68561, -1.57859, -0.19383], [-1.89141, -2.16089, -1.52423], [-0.68381, -1.78309, -2.41223], [-0.37331, -0.41359, -2.04133], [-0.71861, 0.56981, -2.80853], [-0.85591, 1.92321, -2.36503], [-0.86201, 2.97661, -3.29193], [-1.03211, 4.28341, -2.89103], [-1.24221, 4.56911, -1.54003], [-1.32001, 3.55701, -0.61323], [-1.13041, 2.20801, -0.98403], [-1.29561, 1.28331, -0.08433], [-0.23061, -0.34539, 4.50117], [-1.99451, -1.21359, 5.99047], [-4.08161, -2.14109, 5.03627], [-4.30321, -2.38549, 2.60367], [-3.35981, -2.52749, 0.52447], [-2.80821, -1.74329, -1.95433], [-1.98741, -3.24879, -1.46633], [-0.93681, -1.88229, -3.47083], [0.17489, -2.42459, -2.18223], [-0.97441, 0.36461, -3.84643], [-0.71071, 2.74821, -4.33543], [-1.00121, 5.08431, -3.61273], [-1.35161, 5.59511, -1.21883], [-1.51251, 3.76571, 0.42877], [7.26529, -0.37279, -0.01953], [5.93749, -0.35709, -0.01483], [5.22629, -1.53029, -0.27393], [5.89039, -2.65089, -0.53633], [3.84189, -1.50819, -0.26573], [3.12779, -2.61419, -0.52803], [3.11439, -0.32499, -0.00093], [1.82449, -0.31479, 0.00897], [3.86659, 0.84871, 0.23937], [3.18699, 1.97931, 0.46467], [5.25229, 0.83361, 0.23667], [5.94189, 1.94631, 0.46387]],
  "forces_ev_per_angstrom": [[1.231, 1.201, 0.723], [0.379, 0.894, -1.681], [-1.624, -0.958, 1.300], [0.140, 0.067, -0.410], [0.103, 0.026, -0.295], [-0.229, -0.158, -0.383], [-0.025, -0.086, 0.468], [0.732, 0.432, 0.000], [0.001, 0.106, 0.483], [0.442, -0.014, 0.273], [-0.026, -0.024, -0.692], [-0.301, -0.501, 0.126], [-0.191, 0.112, 0.337], [-0.193, 1.009, -0.054], [-0.025, -0.473, 0.696], [-0.077, 0.564, -0.031], [0.122, -0.345, -0.369], [-0.011, -0.276, 0.084], [0.030, -0.365, 0.112], [0.182, 1.041, -1.152], [0.626, -2.012, 0.869], [0.107, -0.020, 0.046], [-0.006, 0.117, 0.097], [-0.058, -0.018, 0.000], [-0.073, -0.061, -0.046], [0.077, -0.032, -0.133], [0.067, -0.068, -0.018], [-0.044, 0.139, 0.067], [0.025, -0.001, 0.058], [-0.144, 0.125, -0.078], [0.102, -0.119, -0.068], [0.056, -0.020, -0.164], [0.010, 0.019, -0.079], [-0.051, 0.036, 0.021], [-0.018, -0.007, 0.057], [-0.346, 0.016, -0.001], [-0.279, 0.022, -0.013], [0.126, 0.224, 0.030], [-0.172, 0.089, 0.043], [-0.719, 0.382, 0.087], [0.327, 0.152, 0.059], [3.632, -0.008, -0.116], [-3.503, -0.311, -0.092], [-0.712, -0.398, -0.094], [0.330, -0.197, -0.022], [0.136, -0.198, -0.040], [-0.155, -0.104, -0.008]],
  "nbo_charge": [1.739, -0.685, 0.488, -0.298, -0.116, -0.252, -0.113, -0.273, 0.220, -0.527, -0.236, -0.239, -0.502, 0.246, -0.250, -0.116, -0.247, -0.128, -0.234, 0.386, -0.653, 0.235, 0.232, 0.233, 0.218, 0.207, 0.214, 0.229, 0.224, 0.223, 0.206, 0.222, 0.235, 0.233, 0.233, -0.263, 0.307, 0.264, -0.269, 0.343, -0.299, 0.168, -0.642, 0.315, -0.283, 0.276, -0.268],
  "lumo_ev": [-5.22, -4.99],
  "charge": 1,
  "multiplicity": 2
}

=====

3.
{
  "formula": "H22O11",
  "method": "wB97M-V/def2-TZVPD",
  "species": ["O", "H", "H", "O", "H", "H", "O", "H", "H", "O", "H", "H", "O", "H", "H", "O", "H", "H", "O", "H", "H", "O", "H", "H", "O", "H", "H", "O", "H", "H", "O", "H", "H"],
  "coordinates": [[1.22793, -3.37212, 0.38696], [0.55921, -4.03538, 0.19337], [0.83734, -2.53436, 0.10274], [-0.49127, 3.12651, 0.69944], [-0.57799, 3.32366, 1.64057], [-1.40114, 3.07397, 0.37479], [-1.67673, -2.42315, -1.71756], [-2.60316, -2.56329, -1.49032], [-1.25468, -3.27558, -1.54662], [0.86346, -2.66509, -2.99032], [0.31218, -3.24436, -3.52598], [0.23693, -2.15928, -2.45967], [-0.67659, -1.88961, 2.45954], [-1.46009, -1.49836, 2.86023], [-0.46159, -1.31613, 1.69752], [-0.86831, 0.74211, -3.22942], [-0.09842, 1.11434, -2.74561], [-1.12972, 1.43039, -3.84803], [-0.02335, -0.30471, 0.20286], [0.19319, 0.60592, 0.45158], [-0.04684, -0.29457, -0.76504], [-3.02332, 0.92619, 1.37695], [-2.80176, 0.21071, 0.76653], [-2.43397, 0.79275, 2.12791], [0.94766, 2.01333, -1.56147], [0.40325, 2.42776, -0.87118], [1.74974, 2.54565, -1.60984], [2.84737, 0.94730, 1.14318], [2.88278, 0.64320, 2.05888], [2.87120, 0.13441, 0.62105], [1.37422, 2.68985, 3.18789], [2.17359, 2.51509, 3.69571], [1.54889, 2.31285, 2.31339]],
  "forces_ev_per_angstrom": [[-0.007, 0.159, -0.163], [0.046, 0.019, 0.102], [0.065, -0.144, 0.154], [-0.282, -0.094, -0.127], [0.194, -0.010, -0.023], [0.035, -0.080, 0.160], [-0.008, -0.303, 0.171], [0.074, 0.130, -0.036], [-0.128, 0.082, 0.019], [0.122, -0.137, 0.159], [0.002, 0.159, -0.052], [-0.046, 0.075, -0.366], [-0.084, 0.328, -0.165], [0.065, -0.082, -0.013], [-0.117, -0.338, 0.273], [0.363, 0.046, 0.354], [-0.467, -0.007, -0.457], [0.042, -0.037, 0.036], [0.004, 0.164, -0.162], [0.130, -0.145, -0.081], [-0.168, 0.034, 0.175], [0.092, -0.054, -0.030], [0.075, 0.120, 0.049], [-0.035, 0.014, -0.072], [-0.018, 0.116, 0.160], [0.277, 0.108, -0.006], [-0.073, -0.120, 0.027], [-0.080, -0.039, 0.195], [0.090, -0.146, -0.160], [-0.100, 0.121, 0.024], [-0.064, -0.139, -0.191], [-0.090, 0.113, -0.001], [0.095, 0.086, 0.045]],
  "nbo_charge": [-0.932, 0.461, 0.471, -0.984, 0.502, 0.494, -0.954, 0.484, 0.472, -0.941, 0.466, 0.475, -0.958, 0.453, 0.490, -0.978, 0.493, 0.467, -0.988, 0.498, 0.501, -0.948, 0.481, 0.467, -0.986, 0.503, 0.492, -0.961, 0.473, 0.492, -0.960, 0.472, 0.485],
  "lumo_ev": 0.04,
  "smiles": "O.O.O.O.O.O.O.O.O.O.O",
  "de_lowest_ev": 1.511
}

=====

no.,F_max (eV Å⁻¹)
1,4.643
2,3.634
3,0.653